1.
Molecular formula: C35H68BrN3O6S6
Method: DFT, the ωB97M-V functional and the def2-TZVPD basis

Structure (XYZ):
```
119
Properties=species:S:1:pos:R:3:mulliken_charge:R:1
Br -3.39695 -0.52168 -3.41243 0.080
S 2.07946 -0.93245 -3.87724 -0.223
S -8.30876 -1.56479 0.00422 0.552
S 4.54289 -1.13453 -5.38702 -0.209
S -1.94552 -2.58057 6.43499 0.508
S -4.33749 2.32925 -1.46960 1.360
S 0.18020 -4.17628 9.77875 0.534
O -1.11898 -3.64384 10.26937 -0.601
O -5.63745 1.73845 -1.51974 -0.538
O -1.78531 -3.62509 5.38626 -0.610
O -4.17391 3.64180 -0.92509 -0.732
O -8.98789 -2.87762 -0.14697 -0.652
O -3.80618 2.35169 -2.96363 -0.523
N -2.42264 1.89701 -5.55681 -0.433
N -2.86103 2.01706 0.66741 -0.699
N 4.48201 -0.97409 -2.68774 0.925
C 4.21896 -2.20847 -0.46758 -0.678
C -2.03713 2.28091 -6.76861 -0.393
C 3.03262 -3.01383 0.05790 -1.478
C 0.84353 -5.21094 11.08837 -0.943
C -2.39197 2.16783 -3.14219 0.832
C -8.29100 -0.78204 -1.60971 -0.821
C 1.75570 0.37954 -2.66677 0.127
C 0.50809 1.14482 -3.08759 -0.739
C -0.70140 0.23792 -3.37153 -1.781
C -0.77488 4.15313 -5.93451 -0.584
C -1.21543 3.39066 -7.02375 -0.432
C 5.08860 1.84000 -2.92339 0.017
C -1.99647 2.61640 -4.51436 -0.077
C 0.81846 -1.89390 0.75033 -0.381
C -1.18335 3.74877 -4.65430 -0.476
C -3.23546 1.23031 -0.51198 -0.450
C 5.61151 3.29066 -2.88662 -0.999
C -2.00969 0.72402 -2.76538 -0.371
C 6.18348 0.82349 -3.23220 -1.088
C 5.90367 -0.59708 -2.74907 -1.672
C 4.18823 5.75001 -0.50469 -0.556
C 5.37158 5.41193 -1.41929 -0.822
C 5.67311 3.89933 -1.47397 -0.709
C 2.87156 5.66229 -1.27817 -0.917
C 4.37071 -2.30211 -1.99435 -1.291
C -0.10300 -2.96421 1.31998 -0.626
C -0.98856 -2.45391 2.46543 -0.437
C 1.68118 -2.42014 -0.40366 1.900
C 3.84072 -0.99971 -3.92833 0.028
C -2.00282 0.64003 -1.25887 -0.878
C -3.16139 -3.19275 7.60492 -0.923
C -2.98882 -1.28920 5.75215 -0.916
C -9.49916 -0.43808 0.74040 -0.895
C -0.19825 -5.52232 8.64906 -0.799
C -2.15552 -1.63897 1.93861 -0.624
H -0.93256 3.63554 -8.03361 0.433
H 2.76194 4.65315 -1.66990 0.024
H 5.01124 3.91121 -3.54601 0.523
H 2.60925 1.04324 -2.65864 -0.293
H -2.65293 -1.06528 2.71234 0.275
H -2.42912 -0.79511 4.96168 0.182
H 1.48403 -1.53393 1.53392 0.333
H -7.63010 -1.35891 -2.25258 0.283
H 6.47710 -1.31710 -3.33181 0.317
H -10.42407 -0.46134 0.16429 0.300
H -2.46378 2.90441 0.38453 0.290
H -0.82539 0.04806 -4.42930 0.618
H 4.66890 1.58831 -1.95208 0.256
H -3.89740 -1.73234 5.34415 0.307
H 4.11714 -1.16400 -0.17982 0.306
H 0.72739 -6.01782 8.35751 0.399
H -9.68823 -0.77438 1.75740 0.307
H -1.31009 -3.27271 3.09440 0.371
H 6.26538 -0.67784 -1.72488 0.539
H -9.08002 0.56795 0.75617 0.323
H -0.34956 -1.82586 3.08837 0.294
H 6.26195 5.93774 -1.08706 0.402
H 6.40895 0.83167 -4.29482 0.388
H 1.12233 -3.13514 -1.00046 0.613
H 3.04328 -3.02889 1.14264 0.507
H 1.10427 -4.56250 11.92168 0.332
H -2.38245 1.68273 -7.59712 0.423
H -3.84465 0.41631 -0.14351 0.675
H 3.54269 -2.85550 -2.41825 0.699
H 1.62286 -0.00371 -1.65976 0.146
H -1.87313 -0.40589 -0.99436 0.635
H -9.29966 -0.77950 -2.02344 0.368
H 4.29712 1.77606 -3.66423 0.168
H 6.66964 3.72466 -1.07831 0.354
H 4.14818 5.01641 0.29645 0.340
H -2.73265 -4.04168 8.12926 0.246
H -4.05659 -3.49821 7.06241 0.372
H 2.91105 6.34074 -2.12609 0.328
H 4.98486 3.35574 -0.83209 0.446
H 7.08915 1.15937 -2.72994 0.576
H 5.14064 5.76059 -2.42200 0.463
H 0.24851 -1.03334 0.39808 -0.050
H 6.61618 3.29370 -3.30424 0.462
H -1.12655 1.17429 -0.89511 0.324
H 3.11612 -4.01977 -0.34667 0.308
H 0.28061 1.90403 -2.34274 0.598
H -3.39100 -2.41050 8.32702 0.337
H -0.73107 -3.34357 0.51684 0.314
H 1.92172 -1.58220 -1.04600 -2.038
H -0.67213 -5.10082 7.76428 0.143
H -3.22857 -0.57101 6.53573 0.477
H 0.75001 1.69241 -3.99723 0.243
H 1.73583 -5.72196 10.72728 0.354
H -0.87406 -6.22568 9.13619 0.295
H 2.01345 5.91644 -0.66601 0.397
H -0.86562 4.29575 -3.77938 0.516
H 5.12174 -2.58629 0.00751 0.536
H -7.90667 0.23419 -1.51627 0.254
H 0.08704 -5.93034 11.40127 0.299
H -0.13631 5.01078 -6.06850 0.453
H -2.87997 -2.28663 1.45010 0.352
H 4.30420 6.73816 -0.07129 0.330
H -1.88964 2.82163 -2.42716 0.464
H -0.51514 -0.73851 -2.92216 1.010
H -1.80894 -0.93463 1.18501 -0.252
H 5.31059 -2.80734 -2.19408 0.525
H -2.14059 1.51075 1.16681 0.278
H 0.53338 -3.75450 1.71255 0.318
```

The value obtained for the energy is -6953.1189 a.u. As for the highest occupied orbital energy: -8.516 eV. For the orbital gap, the calculation gives 8.45 eV.

2.
Molecular formula: C3H5NO3
Method: DFT, the ωB97M-V functional and the def2-TZVPD basis

Structure (XYZ):
```
12
Properties=species:S:1:pos:R:3:nbo_charge:R:1
O -1.91410 0.81893 -1.18049 -0.359
O -1.42809 1.14675 0.91564 -0.425
O -0.37883 -1.82371 -0.60281 -0.387
N -1.47763 0.48837 -0.13240 0.455
C 1.24532 1.25302 -0.61179 -0.525
C 0.06089 -1.58456 0.82464 -0.126
C -0.81437 -0.75256 0.04869 0.417
H 2.16136 1.32081 -0.06340 0.169
H 1.10082 0.99316 -1.64425 0.186
H 1.07819 -1.25268 0.83398 0.201
H 0.47111 1.70219 -0.01344 0.175
H -0.10468 -2.30973 1.62565 0.218
```

The value obtained for the energy is -397.4658 a.u. As for the highest occupied orbital energy (alpha / beta): -8.951 / -9.180 eV. For the orbital gap (alpha / beta), the calculation gives 8.70 / 7.88 eV.